# C20H20CdF6NO4S2Si

C20H20CdF6NO4S2Si as an isolated structure (wB97M-V/def2-TZVPD, OMol25).

```
55
C20H20CdF6NO4S2Si (wB97M-V/def2-TZVPD)
Cd -0.59 -0.42 1.07
F 4.99 -0.59 -1.57
C 4.00 -1.24 -0.97
F 4.52 -1.97 0.02
F 3.43 -2.06 -1.85
S 2.78 -0.07 -0.24
O 1.78 -0.94 0.34
O 3.54 0.77 0.64
N 2.34 0.61 -1.59
S 1.06 1.51 -1.77
O 0.00 1.25 -0.83
O 0.73 1.60 -3.16
C 1.62 3.21 -1.31
F 0.62 4.07 -1.55
F 1.94 3.28 -0.03
F 2.67 3.58 -2.05
C 0.37 -4.60 -3.35
C 0.72 -3.28 -3.13
C 0.03 -2.53 -2.19
C -1.03 -3.07 -1.46
C -1.36 -4.41 -1.70
C -0.67 -5.17 -2.63
Si -2.00 -2.02 -0.23
C -3.34 -1.13 -1.23
C -4.68 -1.53 -1.19
C -5.66 -0.89 -1.94
C -5.31 0.18 -2.75
C -3.99 0.60 -2.81
C -3.02 -0.05 -2.05
H 0.92 -5.19 -4.08
H 1.54 -2.82 -3.68
H 0.33 -1.50 -2.02
H -2.18 -4.86 -1.15
H -0.94 -6.20 -2.80
H -2.77 -3.01 0.58
H -4.96 -2.37 -0.56
H -6.69 -1.22 -1.88
H -6.07 0.69 -3.33
H -3.71 1.44 -3.43
H -1.99 0.31 -2.10
C 0.55 2.63 5.61
C 1.30 2.54 4.27
C 2.73 2.03 4.51
C 1.36 3.93 3.63
C 0.60 1.61 3.37
C 0.03 0.85 2.62
H 1.06 3.31 6.29
H 0.49 1.65 6.08
H -0.47 2.99 5.45
H 3.27 2.72 5.16
H 3.26 1.93 3.57
H 2.70 1.05 4.99
H 1.88 4.63 4.29
H 0.35 4.31 3.43
H 1.89 3.88 2.68
```

Summary:
- LUMO level: 2.844 eV
- Maximum force: 0.19 eV/Å
- Gap between HOMO and LUMO: 8.7 eV
- ΔE to the lowest compared entry with this formula, charge and spin: 0.0 kcal/mol
- Energy: -81163.0586 eV
- Charge: -1

=====

# C3H2ClFOS

One molecule with the formula C3H2ClFOS in a non-equilibrium geometry (wB97M-V/def2-TZVPD, OMol25).

```
9
C3H2ClFOS (wB97M-V/def2-TZVPD)
C -0.38 -0.85 0.13
C 0.62 0.26 0.03
C 0.38 1.57 0.09
H -1.96 0.75 -0.61
H 1.23 2.30 0.01
O -0.02 -1.92 0.54
F -0.75 2.24 0.26
S -2.13 -0.54 -0.25
Cl 2.24 -0.30 -0.21
```

Summary:
- LUMO level: -0.098 eV
- Maximum force: 2.49 eV/Å
- Gap between HOMO and LUMO: 10.1 eV
- ΔE to the lowest compared entry with this formula, charge and spin: 5.9 kcal/mol
- Energy: -31264.8294 eV
- Charge: 0

=====

# C2H6N3O

An isolated ion of composition C2H6N3O and charge +1 in a non-equilibrium geometry (wB97M-V/def2-TZVPD, OMol25).

```
12
C2H6N3O (wB97M-V/def2-TZVPD)
C 1.07 -1.10 -0.03
C -1.29 -0.34 0.40
N -0.12 -0.67 -0.04
N 1.96 0.96 0.12
N -2.30 0.21 -0.29
O 2.12 -0.35 -0.10
H 1.45 -2.17 -0.14
H -1.66 -0.40 1.45
H 2.90 1.32 0.01
H 1.27 1.30 -0.44
H -3.07 0.65 0.36
H -2.34 0.59 -1.29
```

Summary:
- LUMO level: -4.092 eV
- Maximum force: 3.86 eV/Å
- Gap between HOMO and LUMO: 10.2 eV
- ΔE to the lowest compared entry with this formula, charge and spin: 86.5 kcal/mol
- Energy: -8679.4658 eV
- Charge: +1